Here is one molecule with the formula C5H10OS from the OMol25 dataset. Energies are from ωB97M-V with the def2-TZVPD basis set.

- highest occupied orbital energy (eV) = -8.67
- LUMO (eV) = 0.84
- SMILES string = CSCCCC=O
- max |F| (eV/A) = 1.70
- Kohn-Sham gap (eV) = 9.51
- ΔE to the lowest compared entry with this formula, charge and spin (kcal per mole) = 18.1

Positions of all 17 atoms, in Å:
C1 1.2233 -1.4637 1.3947
S1 -0.4811 -0.9060 1.7247
C2 -1.1970 -1.0907 0.0656
C3 -0.5643 -0.2022 -0.9756
C4 -0.5065 1.2772 -0.6354
C5 0.3768 2.0754 -1.5776
O1 1.4767 1.7609 -1.9377
H1 1.8254 -0.5989 1.1563
H2 1.1113 -2.0647 0.4953
H3 1.7458 -1.9613 2.1983
H4 -1.2015 -2.1449 -0.1850
H5 -2.2484 -0.8410 0.2274
H6 0.4641 -0.4960 -1.1874
H7 -1.0408 -0.2398 -1.9553
H8 0.0813 1.4576 0.2839
H9 -1.3774 1.9015 -0.4251
H10 0.0370 3.1255 -1.7214

Atoms 1-2, force components in eV/Å:
-0.437 0.675 -0.735
0.116 -0.229 0.504



Here is one molecule with the formula C5H10P2 from the OMol25 dataset. Energies are from ωB97M-V with the def2-TZVPD basis set.

- highest occupied orbital energy (eV) = -8.22
- LUMO (eV) = 0.22
- SMILES string = CCCC1=PCP1
- max |F| (eV/A) = 3.93
- Kohn-Sham gap (eV) = 8.44
- ΔE to the lowest compared entry with this formula, charge and spin (kcal per mole) = 22.6

Positions of all 17 atoms, in Å:
C1 -2.7687 -0.2392 -0.1040
C2 -1.4124 0.1229 0.4483
C3 -0.5070 0.9006 -0.5378
C4 0.9104 0.5887 -0.3996
P1 2.2381 1.3681 0.1981
C5 3.2245 -0.2177 0.1126
P2 1.9362 -1.4505 -0.4622
H1 -2.4712 -0.7571 -1.0157
H2 -3.3354 0.7949 -0.2203
H3 -3.3177 -0.8892 0.6798
H4 -1.5019 0.6081 1.4950
H5 -0.8792 -0.8094 0.5631
H6 -0.8687 0.4313 -1.4482
H7 -0.7135 1.9421 -0.3430
H8 3.9821 0.0192 -0.6955
H9 3.9256 -0.5747 0.9608
H10 1.5590 -1.8380 0.7684

Atoms 1-2, force components in eV/Å:
-0.967 1.791 1.482
0.812 0.178 2.370



Here is one molecule with the formula C5H10S from the OMol25 dataset. Energies are from ωB97M-V with the def2-TZVPD basis set.

- highest occupied orbital energy (eV) = -8.92
- LUMO (eV) = 1.02
- SMILES string = SCCC1CC1
- max |F| (eV/A) = 5.49
- Kohn-Sham gap (eV) = 9.94
- ΔE to the lowest compared entry with this formula, charge and spin (kcal per mole) = 47.2

Positions of all 16 atoms, in Å:
S1 2.3418 -2.2965 0.0542
C1 1.1386 -1.1299 -0.4328
C2 0.4418 -0.3380 0.6858
C3 -0.1305 0.9474 0.1020
C4 -1.4346 1.5325 0.3981
C5 -1.0951 0.8430 -0.9152
H1 1.7107 -2.9542 1.0131
H2 0.3636 -1.4257 -1.0820
H3 1.7620 -0.5802 -1.0931
H4 -0.3271 -1.0627 1.0716
H5 1.0227 -0.1929 1.6225
H6 0.5965 1.7366 -0.2289
H7 -1.9225 0.9573 1.1717
H8 -1.6823 2.6729 0.5326
H9 -0.9850 1.3498 -1.8501
H10 -1.8009 -0.0592 -1.0492

Atoms 1-2, force components in eV/Å:
1.010 -1.105 0.149
-0.154 1.099 1.030



Here is one molecule with the formula C5H10S from the OMol25 dataset. Energies are from ωB97M-V with the def2-TZVPD basis set.

- highest occupied orbital energy (eV) = -8.54
- LUMO (eV) = 0.89
- SMILES string = CSC1(C)CC1
- max |F| (eV/A) = 4.55
- Kohn-Sham gap (eV) = 9.43
- ΔE to the lowest compared entry with this formula, charge and spin (kcal per mole) = 77.1

Positions of all 16 atoms, in Å:
C1 2.3632 -0.0312 0.3833
S1 1.3175 -0.8717 -0.7921
C2 -0.4065 -0.2290 -0.3675
C3 -0.5205 1.3051 -0.5988
C4 -1.6299 -1.0115 -0.5274
C5 -1.1455 -0.6763 0.7996
H1 3.3697 -0.5656 0.6396
H2 1.7006 0.2218 1.4473
H3 2.8282 0.9970 -0.1406
H4 0.0807 1.4439 -1.5702
H5 -1.7290 1.7186 -0.8079
H6 -0.0259 1.8605 0.3087
H7 -2.5940 -0.5539 -0.8284
H8 -1.4759 -2.0981 -0.9318
H9 -0.7132 -1.5151 1.3209
H10 -1.4195 0.0055 1.6653

Atoms 1-2, force components in eV/Å:
1.267 3.092 1.916
-1.562 -0.472 -0.007



Here is one molecule with the formula C5H10S from the OMol25 dataset. Energies are from ωB97M-V with the def2-TZVPD basis set.

- highest occupied orbital energy (eV) = -8.74
- LUMO (eV) = 0.75
- SMILES string = C[C@H]1CC[C@@H]1S
- max |F| (eV/A) = 7.46
- Kohn-Sham gap (eV) = 9.48
- ΔE to the lowest compared entry with this formula, charge and spin (kcal per mole) = 115.3

Positions of all 16 atoms, in Å:
C1 -0.9162 -1.8431 0.0533
C2 -0.4497 -0.4785 -0.4184
C3 -1.0371 1.0575 -0.2105
C4 0.4075 1.7464 -0.1762
C5 0.8793 0.1700 0.2676
S1 2.4900 -0.3807 -0.2802
H1 -1.6607 -2.0005 1.0729
H2 0.0451 -2.4160 -0.2665
H3 -1.5564 -2.4150 -0.8828
H4 -0.1106 -0.5711 -1.3594
H5 -1.8708 1.4185 -0.9176
H6 -1.2534 1.5311 0.8926
H7 0.6136 2.1450 -1.0641
H8 0.5538 2.2794 0.8112
H9 0.6004 0.1803 1.4775
H10 3.2652 -0.4232 1.0005

Atoms 1-2, force components in eV/Å:
-2.218 -2.313 -2.220
0.107 3.718 4.980



Here is a 2-piece molecular cluster, C5H10S2 overall from the OMol25 dataset. Energies are from ωB97M-V with the def2-TZVPD basis set.

- highest occupied orbital energy (alpha / beta) (eV) = -7.60 / -7.36
- LUMO (alpha / beta) (eV) = 0.12 / 0.53
- max |F| (eV/A) = 4.82
- Kohn-Sham gap (alpha / beta) (eV) = 7.72 / 7.89
- ΔE to the lowest compared entry with this formula, charge and spin (kcal per mole) = 114.4

Positions of all 17 atoms, in Å:
C1 0.1497 0.1524 2.0011
C2 0.2038 -0.1870 0.7321
C3 0.8402 -2.3590 -0.4412
C4 1.0344 -0.8961 -0.2229
C5 -1.0432 2.0373 -0.3497
S1 -0.6250 1.6639 -1.9902
S2 -2.7004 2.2012 0.0950
H1 -0.4554 0.7231 2.5432
H2 0.6742 -0.5117 2.6746
H3 -0.1385 -2.6014 -0.8470
H4 0.8891 -2.8693 0.6268
H5 1.6717 -2.6237 -1.1893
H6 0.8527 -0.3648 -1.2609
H7 2.0393 -0.7235 0.2309
H8 -0.3733 2.6023 0.1806
H9 0.2104 2.6787 -2.2591
H10 -3.2298 1.0777 -0.5239

Atoms 1-2, force components in eV/Å:
2.270 -3.723 -2.050
-1.355 1.829 0.557



Here is one molecule with the formula C5H10Si from the OMol25 dataset. Energies are from ωB97M-V with the def2-TZVPD basis set.

- highest occupied orbital energy (eV) = -10.03
- LUMO (eV) = 1.02
- SMILES string = C#CCCC[SiH3]
- max |F| (eV/A) = 5.76
- Kohn-Sham gap (eV) = 11.05
- ΔE to the lowest compared entry with this formula, charge and spin (kcal per mole) = 64.4

Positions of all 16 atoms, in Å:
C1 -3.3653 -0.5892 0.4132
C2 -2.3467 -0.4143 -0.1271
C3 -1.1028 -0.0099 -0.7518
C4 -0.1896 0.8582 0.1986
C5 1.2486 0.8680 -0.1867
Si1 2.1493 -0.8374 0.1533
H1 -4.0949 -0.9738 1.1510
H2 -0.6033 -0.9825 -0.9136
H3 -1.1610 0.5124 -1.7208
H4 -0.4630 1.9084 0.1760
H5 -0.2897 0.2816 1.1169
H6 1.1789 1.1605 -1.2370
H7 1.6235 1.6067 0.5861
H8 1.4082 -1.3458 1.2456
H9 3.2871 -0.4048 0.7948
H10 2.7205 -1.6380 -0.8986

Atoms 1-2, force components in eV/Å:
-4.151 -1.856 3.541
2.909 1.888 -2.308



Here is C5H11AlO8P as an isolated structure from the OMol25 dataset. Energies are from ωB97M-V with the def2-TZVPD basis set.

- highest occupied orbital energy (eV) = -3.62
- LUMO (eV) = -1.63
- max |F| (eV/A) = 1.79
- Kohn-Sham gap (eV) = 1.98
- ΔE to the lowest compared entry with this formula, charge and spin (kcal per mole) = 0.1
- charge = -1

Positions of all 26 atoms, in Å:
Al1 0.7925 -0.8827 2.3401
P1 3.8611 0.1165 2.6783
O1 3.4257 -0.8068 1.5021
O2 5.2593 0.6662 2.6402
O3 3.2290 -0.5905 3.8906
O4 2.7796 1.2116 2.3957
C1 -2.3857 -3.2947 1.6734
O5 -1.7710 -2.1684 2.1513
H1 -3.1518 -3.6682 2.3737
H2 -2.8895 -3.2105 0.6880
H3 -1.6828 -4.1213 1.4505
C2 -2.7615 0.8020 -3.0975
C3 -2.0909 0.7331 -1.7689
O6 -0.7045 1.1259 -2.0385
C4 0.1669 1.0490 -1.0468
O7 -0.0439 0.5348 0.0350
O8 1.3156 1.5038 -1.4881
C5 2.3952 1.7233 -0.5452
H4 -3.0775 1.8178 -3.3421
H5 -3.7350 0.2992 -3.0909
H6 -2.2175 0.3625 -3.9319
H7 -2.1770 -0.1883 -1.2007
H8 -2.4910 1.5704 -1.1959
H9 2.0681 2.2677 0.3371
H10 3.0648 2.3992 -1.0718
H11 2.8221 0.7483 -0.3378

Atoms 1-2, force components in eV/Å:
-1.262 -0.574 -0.136
1.134 0.646 -0.110



Here is a 2-piece molecular cluster, C5H11BrN overall from the OMol25 dataset. Energies are from ωB97M-V with the def2-TZVPD basis set.

- highest occupied orbital energy (eV) = -12.85
- LUMO (eV) = -4.05
- max |F| (eV/A) = 5.43
- Kohn-Sham gap (eV) = 8.81
- ΔE to the lowest compared entry with this formula, charge and spin (kcal per mole) = 116.0
- charge = +1

Positions of all 18 atoms, in Å:
C1 -0.9240 -0.1859 1.5329
C2 0.0934 -0.7008 0.9044
C3 -1.0458 -0.4268 2.9918
C4 0.1545 1.5972 -1.3067
C5 0.0763 0.1244 -1.3719
N1 1.2764 -0.6134 -1.8023
Br1 1.7417 -1.5032 1.1071
H1 -1.7056 0.1409 0.9958
H2 -0.4566 -1.2759 3.3508
H3 -0.9499 0.6197 3.4794
H4 -2.0484 -0.7523 3.4110
H5 -0.6908 2.0782 -0.7043
H6 0.0254 2.0210 -2.4020
H7 0.9773 1.9700 -0.8778
H8 -0.8714 -0.3622 -1.5575
H9 1.4489 -1.1016 -2.6733
H10 1.4227 -1.2188 -0.8978
H11 1.9836 0.0574 -1.7251

Atoms 1-2, force components in eV/Å:
2.339 -2.988 2.617
0.392 1.912 -4.374



Here is one molecule with the formula C5H11BrN2 from the OMol25 dataset. Energies are from ωB97M-V with the def2-TZVPD basis set.

- highest occupied orbital energy (eV) = -8.81
- LUMO (eV) = 0.04
- SMILES string = CC(C)/C=N/N(C)Br
- max |F| (eV/A) = 5.10
- Kohn-Sham gap (eV) = 8.85
- ΔE to the lowest compared entry with this formula, charge and spin (kcal per mole) = 0.3

Positions of all 19 atoms, in Å:
C1 0.4578 -0.9800 1.5646
C2 1.0628 -0.5749 0.2008
C3 1.0614 -1.8663 -0.7256
C4 0.1557 0.5000 -0.2795
N1 0.5613 1.6241 -0.6753
N2 -0.0199 2.6379 -1.2143
C5 -1.3858 3.0275 -0.7846
Br1 0.9961 4.3140 -1.0284
H1 -0.6804 -1.3222 1.5147
H2 1.1222 -1.7011 1.9721
H3 0.5830 -0.0426 2.0883
H4 2.0073 -0.1148 0.0710
H5 -0.1056 -2.0861 -0.9143
H6 1.5290 -1.5846 -1.6090
H7 1.3242 -2.8109 -0.3231
H8 -0.9574 0.0340 -0.3158
H9 -1.9910 3.4599 -1.5181
H10 -2.0165 2.1586 -0.5421
H11 -1.4357 3.6640 0.0592

Atoms 1-2, force components in eV/Å:
-0.490 0.938 -0.799
-1.710 -2.239 -0.871



Here is a 2-piece molecular cluster, C5H11BrSi overall from the OMol25 dataset. Energies are from ωB97M-V with the def2-TZVPD basis set.

- highest occupied orbital energy (eV) = -6.21
- LUMO (eV) = -3.03
- max |F| (eV/A) = 4.52
- Kohn-Sham gap (eV) = 3.17
- ΔE to the lowest compared entry with this formula, charge and spin (kcal per mole) = 103.0

Positions of all 18 atoms, in Å:
C1 -1.8315 -0.2389 1.0222
C2 -0.8434 0.3692 0.3213
C3 -1.0300 1.7329 -0.3548
C4 2.3985 0.2478 -0.1627
C5 0.9712 -2.4939 -0.4133
Si1 0.7686 -0.6048 0.0501
Br1 -4.5581 2.8173 0.1650
H1 -1.7889 -1.0924 1.7277
H2 -2.6921 0.3794 1.2546
H3 -1.9930 1.9649 -0.6254
H4 -0.4335 1.7062 -1.3325
H5 -0.6408 2.5451 0.3762
H6 2.5634 1.0186 -0.8797
H7 2.9031 0.6293 0.7212
H8 3.2093 -0.3975 -0.4395
H9 0.0988 -2.8649 -0.9387
H10 1.9356 -2.4904 -0.8807
H11 0.9630 -3.2279 0.3891

Atoms 1-2, force components in eV/Å:
0.487 0.851 1.462
0.311 -1.428 -0.375



Here is C5H11CaO4 as an isolated structure from the OMol25 dataset. Energies are from ωB97M-V with the def2-TZVPD basis set.

- <S²> = 0.754
- highest occupied orbital energy (alpha / beta) (eV) = -6.05 / -8.44
- LUMO (alpha / beta) (eV) = -1.72 / -1.60
- max |F| (eV/A) = 6.31
- Kohn-Sham gap (alpha / beta) (eV) = 4.34 / 6.84
- ΔE to the lowest compared entry with this formula, charge and spin (kcal per mole) = 5.3
- 2S+1 = 2

Positions of all 21 atoms, in Å:
C1 1.1145 -3.0213 -2.3311
O1 1.4806 -1.6785 -2.1656
H1 1.2628 -3.2725 -3.3905
H2 1.7260 -3.6940 -1.7092
H3 0.0496 -3.1769 -2.0797
O2 -1.3786 2.2020 3.0821
C2 -1.3930 3.4531 2.7279
C3 -2.0810 1.9341 -0.0934
O3 -0.8187 2.0389 0.2151
C4 0.8836 -0.9342 -1.0306
C5 1.4335 -1.3276 0.3388
O4 0.8928 -0.6533 1.4157
Ca1 -0.2102 0.9396 1.9022
H4 -0.4685 4.0385 2.8840
H5 -2.3331 4.0137 2.8632
H6 -2.5581 2.8147 -0.5532
H7 -2.4168 0.9671 -0.5066
H8 1.2007 0.0985 -1.2454
H9 -0.2043 -1.1438 -1.0540
H10 2.5329 -1.1756 0.2797
H11 1.2853 -2.4224 0.4503

Atoms 1-2, force components in eV/Å:
-0.285 -0.105 0.272
-0.136 1.050 1.060



Here is one molecule with the formula C5H11ClOS from the OMol25 dataset. Energies are from ωB97M-V with the def2-TZVPD basis set.

- highest occupied orbital energy (eV) = -8.84
- LUMO (eV) = 0.76
- SMILES string = CC(C)(C)S[C@@H](O)Cl
- max |F| (eV/A) = 3.68
- Kohn-Sham gap (eV) = 9.61
- ΔE to the lowest compared entry with this formula, charge and spin (kcal per mole) = 29.0

Positions of all 19 atoms, in Å:
C1 -1.5443 -1.4632 0.7084
C2 -0.7911 -0.2564 0.2077
C3 -0.9079 1.1467 0.9262
C4 -0.8111 -0.1029 -1.3285
S1 1.0086 -0.8014 0.6055
C5 2.3789 0.1528 -0.5745
O1 2.1991 1.4946 -0.2906
Cl1 3.9815 -0.4263 -0.1573
H1 -0.9247 -2.3674 0.3949
H2 -1.6381 -1.4678 1.7529
H3 -2.4405 -1.5866 0.1862
H4 -0.0174 1.6679 0.5416
H5 -0.6831 0.9471 1.9197
H6 -1.9380 1.5865 1.0071
H7 -0.5650 -1.0011 -1.8638
H8 -1.7576 0.2531 -1.5465
H9 -0.0030 0.6439 -1.5940
H10 2.1129 0.0431 -1.5832
H11 2.3407 1.5374 0.6883

Atoms 1-2, force components in eV/Å:
2.241 -0.990 -1.354
2.346 0.903 -0.719



Here is an isolated ion of composition C5H11FN3O and charge +1 from the OMol25 dataset. Energies are from ωB97M-V with the def2-TZVPD basis set.

- highest occupied orbital energy (eV) = -14.03
- LUMO (eV) = -3.74
- SMILES string = [H]/N=C/N/[N+](=C(/O)F)C(C)C
- max |F| (eV/A) = 5.10
- Kohn-Sham gap (eV) = 10.29
- ΔE to the lowest compared entry with this formula, charge and spin (kcal per mole) = 53.1
- charge = +1

Positions of all 21 atoms, in Å:
H1 2.3751 2.2263 1.0836
N1 1.6037 1.6782 0.8447
C1 0.5877 2.3110 0.4924
N2 -0.5996 1.6340 0.2027
N3 -0.6442 0.3137 0.2624
C2 -1.2267 -0.3108 1.2534
O1 -1.3466 -1.5784 1.2798
F1 -1.8241 0.4598 2.2046
C3 0.2592 -0.3835 -0.6615
C4 -0.6007 -0.9233 -1.8234
C5 1.2388 -1.4473 -0.1054
H2 0.4559 3.4575 0.3758
H3 -1.5106 2.1735 0.1657
H4 -1.7342 -1.9909 1.9710
H5 0.6917 0.4294 -1.1099
H6 -1.1275 0.0731 -2.2331
H7 0.1099 -1.1473 -2.6208
H8 -1.1667 -1.7834 -1.8504
H9 1.6103 -1.2754 0.9048
H10 2.1343 -1.5325 -0.7313
H11 0.7141 -2.3837 0.0950

Atoms 1-2, force components in eV/Å:
1.432 1.157 0.220
-1.231 -1.385 -0.123